No. 1
118
Properties=species:S:1:pos:R:3:forces:R:3 method="wB97M-V/def2-TZVPD" charge=+4 e_above_lowest_kcal_mol=110.4 fmax_ev_per_a=1.15 orbital_gap_ev="4.40 / 4.14" spin_multiplicity=5
Pt -0.191826 0.333932 0.438722 -0.198 -0.931 0.537
Te -0.993764 2.825752 0.049637 -0.139 -0.045 -0.664
S -2.240750 -6.343877 2.803486 0.604 -0.606 0.531
P -0.846931 -1.472641 1.836044 0.484 -0.309 -0.121
P 2.159290 -1.086101 -0.806128 -0.366 -0.056 0.445
Si -3.569251 3.102977 2.019682 -0.348 0.047 0.150
Si -1.668128 4.895803 -2.539873 -0.060 -0.173 -0.504
N 4.184358 1.367200 1.754785 -0.109 0.336 0.085
N 0.671070 -2.133884 1.402601 -0.751 0.314 0.350
C 0.363052 -2.804202 -2.286841 0.048 0.168 0.229
C -3.162449 4.959872 2.082605 -0.192 -0.788 -0.103
C -4.405683 -3.579253 -0.150902 0.012 0.024 -0.041
C 5.118429 0.770640 2.729607 0.631 -0.293 0.629
C -1.103622 3.051428 -2.055365 -0.259 0.525 0.403
C -2.360833 2.135581 3.145511 -0.517 0.302 -0.317
C -2.860032 -7.782274 3.675955 -0.103 0.119 -0.414
C -2.601589 -1.468072 5.499295 -0.055 0.057 0.058
C -0.035261 -1.882760 4.524232 -0.021 -0.044 -0.197
C -0.719369 -2.961800 -3.135199 -0.039 0.039 -0.086
C -2.590140 -2.018412 -0.222046 0.100 0.151 0.042
C -1.565817 -1.771038 6.372304 0.020 0.014 -0.073
C 3.154771 -2.602055 -0.757705 0.296 0.246 -0.265
C -2.360264 -1.371571 4.140679 0.035 -0.116 -0.047
C 2.749065 0.947266 1.942410 -0.547 0.023 -0.180
C -1.077186 -1.609175 3.639369 -0.202 0.356 -0.474
C -3.405384 5.293267 -1.878784 0.786 -0.300 -0.120
C 4.470765 -4.176940 -2.044791 -0.051 0.065 -0.141
C -5.427973 2.765997 2.255584 1.034 0.074 -0.019
C -0.486284 -6.263790 3.318829 -0.274 0.335 0.002
C -0.329917 5.991599 -1.757732 -0.500 -0.335 -0.453
C 4.699853 -4.200319 0.346212 0.111 -0.176 -0.345
C -1.682258 4.715097 -4.441793 0.155 0.287 1.033
C 2.880916 -2.746676 2.879457 0.131 0.195 -0.050
C -4.053336 -3.932322 1.143268 0.127 -0.009 0.055
C 3.597904 -3.096001 -1.968483 -0.266 0.176 0.212
C 0.306894 -4.633505 1.511978 -0.044 0.050 0.142
C 5.005349 -4.729943 -0.865971 0.099 0.045 0.427
C -1.431434 -1.856938 -3.576600 0.028 0.072 0.030
C -3.068564 2.393851 0.283814 0.030 0.410 0.724
C 0.716463 -1.533675 -1.835776 0.076 0.274 -0.067
C 0.002697 -0.420423 -2.301205 0.234 -0.164 -0.050
C 0.167009 -4.917263 3.008802 -0.241 0.173 -0.381
C -2.966034 -3.338281 1.758566 0.010 0.048 -0.149
C -1.063476 -0.582778 -3.168248 -0.251 -0.033 -0.029
C 2.415638 -0.526612 1.918727 0.035 0.080 0.068
C 1.482812 -1.037497 0.953885 0.217 0.105 -1.126
C 2.648192 -3.531705 1.641027 -0.150 -0.026 -0.095
C -0.285141 -1.978436 5.881786 -0.020 0.033 0.048
C 4.648095 1.170168 0.369204 0.403 -0.068 -0.912
C 3.730268 -3.086973 0.534131 0.060 -0.064 -0.264
C 1.193106 -3.453168 1.100425 -0.049 -0.386 -0.165
C 2.845601 -1.381265 2.962072 0.105 -0.136 0.133
C -3.670819 -2.622565 -0.836786 -0.083 -0.115 0.026
C -2.222120 -2.380937 1.072546 0.176 0.456 0.170
H -3.425291 5.391383 -0.796292 -0.010 0.038 0.182
H -3.824801 -8.028169 3.237007 -0.042 0.039 -0.030
H 2.165180 1.440214 1.152273 0.280 -0.001 0.234
H 4.791132 0.988520 3.745104 -0.100 0.015 -0.058
H -0.717536 4.395052 -4.824019 0.171 -0.010 -0.041
H -2.683874 2.140480 4.181300 -0.050 0.057 0.224
H 1.270090 -3.530307 0.003910 0.005 -0.042 0.275
H 0.730673 -5.518504 1.028872 0.026 0.042 -0.079
H -3.724294 6.247398 -2.290813 0.024 0.178 -0.075
H -1.365024 2.582006 3.118225 0.074 0.062 0.023
H -5.724199 3.082924 3.250002 -0.086 0.058 0.220
H -3.175130 -1.148889 3.465790 -0.095 0.055 -0.005
H 5.664201 1.546138 0.252060 -0.034 0.005 0.211
H 0.957689 -2.062033 4.145405 -0.069 0.011 0.038
H -4.150776 4.561296 -2.179772 -0.055 -0.143 -0.087
H 6.114626 1.192070 2.598279 -0.111 0.066 -0.137
H -3.955937 -2.341914 -1.838788 -0.014 0.045 -0.089
H 3.205164 -0.926710 3.875394 0.068 0.030 0.123
H -0.404747 -4.124192 3.490177 0.098 -0.012 0.125
H -2.269174 1.093000 2.838767 -0.043 -0.055 -0.066
H -1.753736 -1.839478 7.431950 -0.042 -0.018 0.122
H 1.157122 -4.930963 3.466253 -0.013 -0.087 0.186
H 0.517808 -2.216068 6.562232 0.101 -0.001 0.071
H 0.025180 -7.083338 2.810932 -0.079 -0.231 -0.061
H -1.586142 0.274264 -3.563179 -0.049 0.113 -0.045
H -0.986774 -3.947488 -3.483745 -0.028 -0.100 -0.037
H 2.426892 1.352005 2.908397 0.074 0.010 -0.076
H -0.461727 -6.453819 4.392506 -0.139 -0.200 0.057
H -0.126004 2.893268 -2.499354 0.216 0.046 -0.005
H -2.177817 -8.622004 3.571071 0.218 -0.044 -0.022
H 4.275741 -2.250091 0.995229 -0.002 0.054 0.017
H -3.581835 2.875145 -0.540461 0.072 0.110 -0.302
H -1.816507 2.336431 -2.456146 -0.085 -0.159 0.108
H -2.435218 4.006611 -4.775398 -0.156 -0.097 0.069
H -0.681022 -4.471349 1.073281 0.010 -0.108 -0.101
H -2.997822 -7.553835 4.732209 0.094 0.185 0.172
H 4.750895 -4.572901 -3.007499 0.007 -0.072 -0.095
H -3.597975 -1.309202 5.882321 -0.092 0.046 0.021
H -4.630967 -4.667490 1.681000 -0.162 -0.077 0.027
H -5.260518 -4.041541 -0.617952 -0.114 -0.041 -0.067
H 4.200190 2.380400 1.924586 -0.076 -0.185 -0.007
H 0.644546 5.830486 -2.211486 0.124 -0.091 -0.110
H -5.683338 1.716706 2.144412 -0.003 -0.185 -0.008
H -3.080131 5.295180 3.112551 0.040 -0.019 0.202
H -2.034237 -1.236081 -0.730368 -0.055 -0.129 -0.094
H -0.571382 7.040690 -1.899404 -0.069 0.189 -0.004
H 0.377620 0.576402 -2.071871 -0.028 0.039 -0.085
H -3.221966 1.318479 0.223911 0.066 -0.163 0.029
H -3.947510 5.556537 1.626651 -0.106 0.040 -0.141
H -2.245749 -1.986338 -4.270451 -0.119 -0.005 -0.119
H 2.845261 -4.586873 1.838465 0.056 0.056 0.046
H 3.251708 -3.285349 3.737835 0.031 -0.049 0.236
H 5.696960 -5.555548 -0.943901 0.063 -0.049 0.074
H 4.004357 1.706221 -0.327164 -0.080 -0.058 0.142
H -6.019734 3.335651 1.544387 0.000 0.110 -0.142
H 5.173475 -4.582424 1.237064 0.080 -0.107 0.150
H -2.701158 -3.606510 2.769841 -0.027 0.066 0.160
H -2.220044 5.196354 1.589221 0.116 0.088 -0.026
H 0.940922 -3.673690 -2.012130 0.065 -0.063 0.062
H 4.635451 0.110767 0.117654 -0.033 0.025 0.137
H 5.172979 -0.306458 2.584223 -0.053 0.096 -0.096
H -0.231940 5.826871 -0.685230 -0.079 -0.009 0.137
H -1.915850 5.677390 -4.885172 -0.043 0.197 -0.152
H 3.215596 -2.661085 -2.884122 0.058 0.015 -0.087

No. 2
125
Properties=species:S:1:pos:R:3:forces:R:3 method="wB97M-V/def2-TZVPD" charge=-1 e_above_lowest_kcal_mol=0.0 fmax_ev_per_a=0.35 orbital_gap_ev=7.47 spin_multiplicity=1
Tl -0.016109 0.167194 -0.290236 -0.150 -0.016 0.004
Se 1.306069 2.497610 0.639145 0.083 0.107 0.048
P 0.564444 -1.934570 -3.169695 0.145 -0.002 -0.133
P 0.395412 1.157397 -3.611811 0.158 -0.026 0.001
O -0.130471 0.095119 1.951378 0.048 0.044 0.128
O 0.156861 -1.554949 -1.765413 -0.171 0.019 0.112
O 0.718469 2.074881 -4.719535 -0.067 0.028 0.011
O 0.699205 1.521911 -2.175013 -0.130 0.025 -0.016
O -1.156993 0.656807 -3.659690 -0.139 0.091 0.139
O 2.159377 -0.387507 -0.288372 0.094 -0.008 0.080
O 1.531649 -3.036179 -3.371382 -0.034 -0.002 0.024
O -0.732002 -2.116288 -4.095977 -0.083 0.043 0.050
N 2.579640 -0.268493 -2.982411 -0.043 -0.064 -0.345
N -1.852834 1.464128 -0.531273 -0.030 -0.072 -0.030
N -2.059857 -1.248812 -0.116096 -0.013 -0.128 -0.026
C 5.133913 2.339126 4.628946 -0.013 0.007 0.013
C 1.401023 5.122656 5.562806 0.011 0.006 -0.006
C -0.720454 4.472825 6.671766 -0.013 -0.002 0.021
C -0.540236 -3.070485 1.415593 0.024 -0.003 -0.039
C -2.254926 -2.634649 -0.358414 -0.020 0.047 0.033
C 3.030412 0.159231 0.554385 0.018 -0.012 0.113
C -1.379976 -0.161033 4.534901 0.017 0.009 -0.012
C 0.476797 3.497951 3.166132 0.011 0.033 -0.004
C 5.689746 -2.595477 1.174417 0.037 -0.057 0.021
C -3.096526 -3.051658 -1.396133 -0.009 -0.026 -0.005
C -2.539339 -0.564574 3.611347 -0.020 0.018 0.011
C -0.134772 1.158606 2.724135 0.006 -0.012 -0.080
C 3.780906 2.034930 1.932215 -0.012 0.028 0.023
C 4.311660 -2.339235 -0.854382 0.037 0.049 -0.020
C -0.684319 2.264772 4.814398 0.013 0.022 -0.013
C 1.797836 -0.611182 -5.299971 -0.005 0.005 0.016
C 0.467818 2.381752 2.345805 -0.027 -0.064 0.028
C -1.744533 -4.918887 0.174465 -0.011 0.002 0.010
C 4.907346 1.347253 2.347251 0.013 -0.019 0.002
C -3.965775 1.905626 0.137035 -0.006 -0.005 0.037
C -0.727940 1.125202 4.020543 -0.011 -0.008 -0.018
C -0.097612 3.469423 4.426087 -0.021 -0.029 0.003
C 2.867741 1.463976 1.062277 0.025 -0.075 -0.078
C 0.110103 -4.137277 2.281092 0.014 -0.019 0.008
C -5.283876 -1.998217 -2.181967 -0.028 0.000 0.004
C 5.067428 0.053636 1.855781 0.010 0.006 0.036
C 7.053070 1.085551 3.676126 0.018 -0.015 0.001
C -0.057893 4.711893 5.314851 0.004 -0.011 0.000
C 4.352650 -2.057758 0.655432 0.019 0.006 -0.007
C 5.878745 2.000742 3.329135 0.007 0.008 -0.006
C -3.094984 -0.510140 0.052688 -0.009 0.028 0.021
C -3.270972 -4.420725 -1.599244 0.010 0.006 -0.015
C 3.232023 -2.856057 1.335261 0.012 0.012 0.005
C -0.793572 5.866122 4.619941 -0.003 0.011 -0.012
C -3.012389 0.911242 -0.055962 -0.005 0.027 -0.029
C -1.966766 -0.002812 5.940003 -0.003 0.005 0.030
C 4.167404 -0.571605 0.998119 -0.062 0.006 0.010
C -3.770536 -2.109235 -2.369099 0.026 -0.017 0.000
C 6.441542 3.292303 2.720139 0.000 0.012 -0.007
C 1.348392 -0.413193 -3.860307 0.112 -0.021 0.008
C -2.048583 2.796161 -0.608585 0.056 -0.022 0.019
C -1.538162 -3.568998 0.407161 -0.008 0.013 -0.030
C -2.617871 -5.349728 -0.816725 -0.003 -0.005 0.015
C -3.344781 3.114689 -0.210608 0.002 0.016 -0.003
C -0.319768 -1.272003 4.606428 -0.004 -0.012 -0.001
H -0.635577 -4.701377 2.847601 0.010 0.010 -0.003
H -4.976530 1.759065 0.488692 0.020 0.005 -0.010
H -5.539780 -1.572751 -1.209529 0.002 -0.012 -0.034
H -2.204422 -0.687279 2.585848 0.015 0.002 0.010
H -3.569033 -2.487847 -3.374609 -0.003 0.005 -0.011
H -2.985387 -1.502934 3.957515 0.011 0.007 -0.025
H 5.645190 3.998730 2.480934 0.009 -0.007 0.005
H 5.930434 -0.508480 2.179621 -0.042 0.067 -0.023
H -1.133411 2.210789 5.794975 0.009 0.002 -0.018
H -3.313758 0.207716 3.624973 0.012 -0.012 0.003
H -4.073481 -0.960762 0.228969 0.017 0.020 0.005
H 0.201142 -1.376451 3.657573 -0.003 -0.007 -0.002
H 4.726360 1.433836 5.084042 0.007 0.010 -0.005
H 7.637420 0.826061 2.790145 -0.012 0.006 0.012
H 0.955152 4.399713 2.798606 -0.001 -0.014 0.003
H 3.313869 -3.918031 1.084452 -0.002 0.023 -0.001
H -1.303847 -1.333967 -3.988873 0.092 -0.098 -0.026
H -5.754316 -2.981687 -2.241441 0.007 0.007 0.000
H 5.767510 -3.652617 0.912065 0.000 0.008 0.003
H 3.295391 -2.292417 -1.232939 -0.072 0.043 -0.058
H 2.398299 -1.519013 -5.391873 -0.005 0.009 0.004
H -1.260208 3.445747 -0.961117 -0.018 -0.012 -0.005
H 5.769498 -2.520583 2.260974 0.001 -0.028 -0.023
H -3.778687 4.102177 -0.189959 0.008 -0.016 -0.001
H 4.954857 -1.637159 -1.397878 -0.038 -0.018 0.007
H -1.595435 0.892871 -2.820521 0.074 0.007 -0.107
H 0.792019 -3.674292 2.994449 -0.001 0.006 0.001
H -0.340019 6.101858 3.655820 -0.006 -0.003 0.013
H -3.320166 -1.117331 -2.319624 0.005 0.003 -0.005
H 4.300566 3.020501 4.447827 0.016 -0.011 -0.003
H -1.001016 -2.310863 2.044070 -0.015 0.004 0.008
H -0.765325 6.768607 5.238248 0.001 -0.014 -0.007
H -2.759575 -6.409110 -0.992550 0.001 0.010 -0.001
H 2.260865 -2.498488 1.002866 -0.004 0.008 -0.009
H 0.921273 -0.720772 -5.937166 0.005 -0.004 0.011
H -3.911072 -4.749207 -2.411477 0.006 -0.002 0.006
H -1.774772 4.208618 6.562835 0.017 0.005 -0.001
H 3.148540 -1.111115 -3.095378 0.018 -0.007 0.004
H 5.810941 2.813854 5.345519 -0.008 -0.008 -0.011
H -1.837641 5.601483 4.439963 0.012 0.002 0.003
H 7.717035 1.595520 4.378172 -0.004 -0.006 -0.005
H 4.680676 -3.349139 -1.051849 -0.005 0.024 0.003
H -0.223079 3.674091 7.226702 -0.003 0.014 -0.008
H -2.418525 -0.951322 6.240867 0.006 0.007 -0.002
H 3.583178 3.036941 2.297617 -0.006 -0.007 -0.008
H -0.784819 -2.229975 4.862262 0.003 0.025 -0.002
H -0.663703 5.384599 7.271569 0.000 -0.009 -0.005
H 2.331922 -0.194818 -1.960846 0.080 -0.038 0.193
H -2.746113 0.762731 5.972081 0.006 -0.014 0.001
H 7.126499 3.779148 3.420682 -0.010 -0.009 -0.011
H 1.947743 4.317675 6.059334 -0.010 0.008 -0.004
H 0.417112 -1.033474 5.378617 -0.010 -0.005 -0.015
H -5.725663 -1.363272 -2.952458 0.008 -0.008 0.011
H 0.689767 -4.844518 1.683703 -0.012 0.006 0.008
H 6.541584 -2.075133 0.727735 -0.018 -0.007 0.005
H 0.237900 -2.540888 0.853679 -0.014 0.028 0.017
H 2.347325 0.262538 -5.655015 -0.003 -0.009 0.005
H 1.447298 6.015040 6.194573 -0.002 -0.017 -0.009
H -1.207098 -5.649942 0.764045 -0.009 0.009 -0.013
H 6.985660 3.077320 1.797730 -0.004 0.002 0.012
H -1.201714 0.248947 6.678695 -0.009 -0.001 -0.014
H 6.715422 0.159735 4.147276 0.004 0.016 -0.002
H 3.290593 -2.750163 2.421639 -0.006 0.000 -0.013
H 1.915607 5.346857 4.626523 -0.010 -0.004 0.014
H 3.116415 0.558482 -3.239120 0.008 0.011 -0.018